{"formula": "C3H5O3", "method": "ωB97M-V with the def2-TZVPD basis set", "elements": ["C", "C", "O", "H", "H", "H", "H", "O", "C", "O", "H"], "positions_angstrom": [[-1.7402, -0.9015, -1.3492], [-0.7149, -0.9942, -0.4720], [-0.6704, -0.4838, 0.7322], [-1.5619, -1.0148, -2.4108], [-2.7347, -0.5995, -1.0533], [0.1218, -1.6375, -0.7501], [0.3709, -0.1686, 1.0428], [1.6360, 0.2097, 0.8791], [1.7349, 1.4677, 1.0778], [2.5133, 2.0303, 1.8377], [1.0452, 2.0922, 0.4657]], "lowdin_charge": [-0.059, -0.385, -0.101, 0.010, 0.018, 0.098, 0.048, -0.103, -0.578, -0.062, 0.114], "largest_force_ev_per_a": 1.73, "relative_energy_kcal_mol": 16.3, "e_lumo_ev": 4.31, "spin_multiplicity": 1, "charge": -1}

=====

{"formula": "C3H5O3", "method": "ωB97M-V with the def2-TZVPD basis set", "elements": ["O", "C", "C", "H", "H", "H", "H", "O", "C", "O", "H"], "positions_angstrom": [[2.9566, 1.4267, 0.8682], [2.0652, 0.7098, 0.4811], [0.6145, 1.0649, 0.5155], [2.2898, -0.2658, 0.0127], [-0.0373, 0.2551, 0.1647], [0.3862, 1.9091, -0.1422], [0.2843, 1.2475, 1.5417], [-1.4036, -1.2724, 0.1079], [-2.1367, -1.6347, -0.8457], [-1.8220, -2.1890, -1.9149], [-3.1969, -1.2512, -0.7890]], "lowdin_charge": [0.000, -0.325, -0.063, 0.115, 0.032, 0.082, 0.084, -0.169, -0.693, -0.142, 0.081], "largest_force_ev_per_a": 1.28, "relative_energy_kcal_mol": 8.4, "e_lumo_ev": 3.87, "spin_multiplicity": 1, "charge": -1}

=====

{"formula": "C3H5O3", "method": "ωB97M-V with the def2-TZVPD basis set", "elements": ["O", "C", "C", "H", "H", "H", "H", "O", "C", "O", "H"], "positions_angstrom": [[-1.0090, 0.3394, -2.5996], [-1.5053, 0.3147, -1.4314], [-0.6979, -0.1014, -0.1788], [-2.6898, 0.3630, -1.3199], [-0.0490, -0.8562, -0.6577], [-0.0952, 0.5717, 0.3588], [-1.3864, -0.5168, 0.5576], [1.1541, 0.6899, 2.2082], [1.8207, 0.0400, 1.3048], [2.9432, 0.2476, 0.5807], [1.5146, -1.0920, 1.1772]], "lowdin_charge": [-0.055, -0.256, -0.066, 0.120, 0.087, 0.020, 0.076, -0.187, -0.599, -0.235, 0.094], "largest_force_ev_per_a": 5.42, "relative_energy_kcal_mol": 37.2, "e_lumo_ev": 3.68, "spin_multiplicity": 1, "charge": -1}

=====

{"formula": "C3H5O3Pr", "method": "ωB97M-V with the def2-TZVPD basis set", "elements": ["H", "C", "C", "O", "C", "O", "H", "H", "H", "Pr", "O", "H"], "positions_angstrom": [[2.0696, -0.3489, 0.1434], [1.5244, -0.3980, -0.8075], [0.0177, -0.1100, -0.9107], [-0.4585, 0.8770, 0.0184], [-0.9770, 0.5224, 1.1474], [-1.6430, 1.4958, 1.6504], [2.0420, 0.4575, -1.2543], [0.9661, -0.5668, -2.0338], [-2.4059, 1.1948, 2.1649], [-1.0326, -1.9610, 1.8839], [0.2181, -1.4916, -0.1309], [-0.3209, 0.3287, -1.8713]], "mulliken_spin": [0.047, 0.282, -0.027, 0.005, -0.023, -0.006, 0.168, 0.138, 0.001, 2.133, 0.262, 0.022], "largest_force_ev_per_a": 6.93, "s_squared": 3.77, "relative_energy_kcal_mol": 177.6, "e_lumo_ev": [-17.20, -16.00], "spin_multiplicity": 4, "charge": 3}

=====

Result set for electronic energy: -9335.19701; -9335.53810; -9334.28912; -23359.46078 eV, one per record in the order listed.